{
  "formula": "C29H26Cl2N3O4Re",
  "method": "the ωB97M-V functional and the def2-TZVPD basis",
  "species": ["Cl", "H", "H", "O", "C", "H", "C", "C", "Re", "H", "C", "H", "H", "N", "C", "H", "H", "C", "C", "C", "H", "H", "C", "H", "C", "Cl", "C", "C", "H", "C", "C", "O", "C", "C", "C", "H", "C", "H", "N", "C", "H", "C", "H", "C", "C", "O", "H", "H", "H", "H", "N", "C", "C", "H", "C", "C", "O", "C", "H", "C", "H", "C", "H", "H", "H"],
  "xyz": [[1.0893, -2.8398, -1.6640], [-0.5492, 1.9492, 3.1184], [3.6786, -0.5312, -2.0489], [3.1592, -2.0677, 2.0029], [0.7575, 3.1118, -1.6293], [0.2492, 2.0114, 5.4700], [3.1823, 3.2720, -2.1062], [0.8439, 3.4965, -0.1274], [0.5244, 0.5221, 0.4960], [-3.6862, -3.8812, 0.6306], [-3.6876, 1.6912, 0.9559], [-1.5299, 0.1889, -5.5164], [3.0895, -1.0482, 4.4093], [0.7593, 0.4700, 2.5534], [2.2689, -0.3816, 4.1969], [3.0464, 4.3419, -2.0677], [-4.1608, 2.6331, 1.1848], [-0.6679, -2.4804, -3.6515], [1.7364, 0.4843, 5.1403], [-1.0812, -0.3912, -4.7246], [5.2965, 3.4005, -2.3902], [5.6150, 0.9443, -2.3246], [-1.8326, -2.0933, 0.1390], [-5.5291, 0.6011, 0.7968], [0.2415, 1.2971, 3.4612], [0.1719, 1.8813, -4.2538], [2.0600, 2.4540, -1.9531], [-1.6310, 0.4255, 0.5818], [-0.1088, 2.4550, -1.7469], [1.7427, -0.3697, 2.9189], [4.6271, 1.3698, -2.2345], [0.4794, 2.5311, 0.6445], [2.2433, 1.0640, -1.9607], [-3.1784, -3.6184, 1.5551], [0.6943, 1.3235, 4.7682], [-0.0973, -2.4520, 2.0338], [4.4482, 2.7457, -2.2631], [-1.0178, -3.6083, 3.0047], [1.1778, 0.1010, -1.7178], [-2.4267, -0.7177, 0.4060], [0.6282, 4.0312, -2.1973], [-0.2040, 0.2454, -3.8517], [-2.9850, -4.5324, 2.1180], [3.5301, 0.5409, -2.0885], [0.3872, -0.4462, -2.7886], [1.2198, 4.5807, 0.2255], [-2.0211, -2.2264, -5.2861], [-0.7738, -1.9730, -0.1042], [-4.4076, -1.5212, 0.2997], [-1.4668, -1.8919, 3.0151], [-1.9334, -2.9774, 1.2648], [-1.0907, -2.7120, 2.3892], [-1.3418, -1.7400, -4.6072], [1.6795, -0.7423, -1.3892], [-4.4524, 0.5555, 0.7548], [-2.3106, 1.6204, 0.8677], [1.5234, -1.2340, 0.7411], [-3.8141, -0.6374, 0.4789], [-2.3461, -2.5511, -0.7094], [2.2281, -1.3213, 1.8284], [-1.7492, 2.5310, 1.0239], [0.1880, -1.8419, -2.7748], [-0.7756, -3.5517, -3.5989], [-3.8426, -2.9884, 2.1606], [2.1311, 0.5003, 6.1424]],
  "atomic_forces_ev_per_a": [[-0.0520, -0.0451, -0.3181], [0.0214, 0.0302, -0.0092], [-0.0356, -0.1008, -0.0697], [-0.8103, 0.4855, -0.2559], [-0.2396, 0.2869, 1.0711], [-0.0484, 0.0223, 0.0137], [-0.2166, -0.2096, -0.0313], [0.7003, 2.0569, -3.3370], [-1.4447, 0.3406, -0.8399], [-0.0881, -0.0592, -0.0756], [-0.1104, -0.1696, -0.0053], [-0.0068, 0.0584, -0.0186], [0.0128, -0.1172, 0.0354], [0.2968, -0.1552, 0.1777], [-0.1192, 0.0126, -0.3463], [-0.0599, 0.1262, -0.0375], [0.0074, 0.1347, -0.0198], [0.0569, 0.0856, 0.0152], [-0.1710, 0.0786, -0.1836], [0.0787, -0.0314, 0.0760], [0.0556, 0.0627, 0.0234], [0.0450, -0.0474, -0.0178], [-0.2570, 0.4533, 0.5300], [-0.1142, 0.0120, 0.0372], [-0.3423, 0.2833, 0.0415], [-0.1010, 0.0447, -0.2215], [0.2901, -0.3810, 0.1199], [0.3853, -0.0521, 0.1245], [0.1389, 0.1766, -0.1305], [0.3998, -0.4298, 0.2140], [-0.0280, 0.0850, -0.0627], [-0.0895, -4.2060, 2.3606], [0.7433, 0.5573, -0.2087], [-0.1277, 0.1491, 0.2304], [0.2193, -0.1891, -0.0237], [0.0941, -0.0606, 0.0569], [0.0489, -0.2055, -0.0034], [0.0470, 0.0154, 0.0745], [0.0177, -0.1549, 1.0904], [0.5349, -0.3844, -0.5445], [-0.0777, -0.1306, -0.0762], [-0.0291, -0.1393, 0.0314], [-0.0617, -0.0535, 0.0010], [-0.0808, -0.0359, 0.0186], [-0.5029, -0.3616, -0.5495], [-0.2518, -0.5017, 0.5181], [-0.0947, -0.0485, -0.1128], [0.0281, -0.1109, -0.1067], [0.0397, -0.1397, -0.0242], [0.0187, 0.1510, 0.2300], [0.7661, -0.7741, -0.5925], [-0.2068, 0.1448, 0.0264], [0.1517, 0.0248, 0.1253], [-0.0981, 0.3192, -0.0464], [0.0525, 0.0468, -0.0210], [0.6246, 0.4613, 0.1984], [-1.4094, 2.6067, -1.7800], [0.0429, 0.3200, 0.0034], [0.0874, 0.0097, -0.0717], [1.5940, -0.3731, 2.4787], [-0.0530, 0.0346, -0.0056], [-0.0454, 0.0699, -0.0160], [-0.0272, -0.0918, 0.0548], [-0.2199, -0.0210, 0.0352], [0.0213, 0.0339, 0.1495]],
  "mulliken_charge": [-0.174, 0.385, 0.536, -0.599, -0.650, 0.451, -1.080, 0.128, 1.261, 0.322, -0.906, 0.466, 0.558, 0.334, -0.850, 0.528, 0.478, -0.550, -0.367, -0.662, 0.442, 0.448, -0.530, 0.413, 0.043, -0.154, 0.571, 0.041, 0.409, 0.871, -0.896, -0.710, 0.646, -1.104, -0.792, -0.043, -0.735, 0.459, 1.002, 1.741, 0.658, 0.625, 0.338, -0.844, -0.833, -0.578, 0.456, -1.057, 0.537, 0.269, 0.247, -0.624, -0.707, 0.216, -0.904, -0.396, -0.797, -0.614, 0.752, 0.146, 0.444, 0.602, 0.480, 0.379, 0.471],
  "orbital_gap_ev": [5.187, 5.584],
  "homo_ha": [-0.389, -0.389],
  "s_squared": 0.756,
  "spin_multiplicity": 2,
  "total_charge": 1
}

***

{
  "formula": "C29H26Cl5IrN3O5",
  "method": "the ωB97M-V functional and the def2-TZVPD basis",
  "species": ["Cl", "C", "Cl", "C", "H", "C", "H", "H", "O", "Cl", "C", "H", "Cl", "H", "C", "C", "C", "H", "H", "C", "C", "C", "C", "H", "H", "C", "H", "H", "C", "H", "C", "N", "H", "H", "C", "C", "C", "C", "H", "H", "C", "O", "N", "C", "H", "O", "C", "N", "C", "O", "H", "H", "H", "C", "C", "O", "H", "H", "H", "C", "H", "C", "C", "C", "Ir", "H", "H", "Cl", "C"],
  "xyz": [[-2.5053, 1.0369, -1.5796], [4.9800, -1.8250, 0.7156], [-5.4270, -3.1363, 0.0507], [-4.0576, -0.9963, -0.8110], [-0.7952, 0.6499, 4.1080], [-0.8310, 3.4062, 0.7491], [5.2694, -2.0481, 1.7388], [1.1405, -0.3465, -0.1070], [-3.8617, 1.1365, 3.9161], [-7.3081, 0.0932, -3.8099], [-0.9431, 4.7528, 0.9396], [0.1043, 6.5836, 1.3713], [-4.7507, 1.8366, -3.6102], [0.2848, 0.0205, -1.4731], [3.1559, 1.1680, -0.2859], [1.3109, -2.9083, -0.4658], [-2.8230, 0.9210, 3.3542], [0.1293, -1.2322, 2.7273], [0.4734, -3.6797, -4.1490], [-5.2488, -1.7997, -0.9755], [1.3171, -4.4269, -2.3271], [3.7179, -0.1305, -0.3735], [-1.7396, 0.1169, 4.2246], [-2.0958, 0.1537, 5.2527], [1.5642, -5.3900, -2.7432], [0.7011, -3.4675, -3.1174], [3.4803, 3.4833, 2.1092], [4.2242, 1.4978, 1.3765], [-6.0852, -0.3397, -2.7235], [2.0821, -4.8952, -0.3805], [-6.2195, -1.4857, -1.9195], [-0.8435, -1.4251, 2.5007], [3.0957, -0.7388, -3.6310], [2.2911, 5.4909, 1.6247], [0.1945, 5.5174, 1.2465], [-3.9409, 0.1134, -1.7108], [2.8590, 2.9550, 1.3918], [2.5606, 1.7489, -1.4045], [4.1096, -1.7852, -1.6887], [2.1195, 1.5258, -3.4839], [0.3882, -2.2303, -2.5906], [0.4792, 1.4517, 0.8203], [3.4072, 1.8692, 0.8916], [3.6765, -0.8044, -1.5894], [2.1820, 2.7568, -1.3453], [-3.1978, -1.2731, 0.0597], [-4.9204, 0.4608, -2.6174], [0.4062, -0.6708, -0.7343], [2.5363, 1.0629, -2.6043], [4.2496, -0.6094, 0.7726], [-0.9172, -2.3680, 2.1253], [4.3685, -2.6412, 0.3245], [1.5479, -2.6721, 0.5636], [3.0938, -0.2069, -2.6928], [1.4164, 4.9047, 1.3813], [-2.4006, 1.2136, 2.2187], [-1.2152, -1.9211, 4.5285], [-1.9119, 5.2262, 0.8794], [5.8757, -1.7089, 0.1016], [1.6125, -4.1464, -0.9991], [-0.0817, -1.4741, -3.2030], [1.5871, 3.5218, 1.1513], [0.4104, 2.7198, 0.8639], [0.6986, -1.9436, -1.2640], [-1.3884, 0.0373, 0.6506], [-2.6461, -1.7074, 3.5185], [-1.6995, 2.7965, 0.5462], [-7.5979, -2.4849, -2.1061], [-1.6491, -1.3108, 3.7220]],
  "atomic_forces_ev_per_a": [[0.9481, 0.5235, 0.6763], [0.3298, -0.3530, 0.0172], [0.0766, 0.1417, -0.1036], [-0.0168, 0.3226, -0.2718], [0.2344, -0.1504, 0.2402], [0.4054, -0.5818, -0.1572], [0.0025, 0.0070, -0.0449], [-0.0324, 0.2560, -0.1780], [-0.8529, 0.8052, -0.8443], [0.3380, -0.1055, 0.2489], [0.3791, 0.0231, -0.0142], [0.0264, 0.0988, 0.1087], [0.0966, -0.1189, 0.1219], [0.4036, -0.0747, 0.1062], [-0.1000, -0.7533, -1.0296], [-0.3275, 0.4459, -0.1116], [1.3190, -2.9606, 4.6847], [0.0116, -0.0084, -0.1541], [-0.0359, -0.0531, -0.1356], [-0.4610, -0.4417, 0.0678], [-0.0083, 0.0393, 0.0568], [-0.4034, 0.5013, -0.1764], [-1.0550, 0.8396, -1.0064], [0.2197, -0.1350, -0.0377], [0.0216, -0.1129, -0.0345], [0.0925, -0.1432, 0.0358], [0.1129, -0.1073, -0.0082], [-0.0720, 0.2902, -0.0486], [-0.4964, -0.1656, -0.1654], [0.0590, -0.0859, 0.0534], [-0.0409, -0.3789, 0.2686], [0.0574, 1.3577, -2.0846], [-0.0274, -0.0278, -0.1160], [0.0458, 0.0947, 0.0396], [0.4335, 0.0234, 0.0757], [-0.6740, 0.0517, -0.2559], [-0.1355, 0.0748, 0.0222], [0.3129, -0.0928, 0.3317], [0.0605, -0.1154, 0.0288], [-0.0747, 0.1061, -0.0868], [-0.0184, 0.2199, 0.4550], [-1.3056, -3.4252, -0.1448], [0.2639, 0.2608, 0.9929], [0.1491, 0.0513, 0.1842], [-0.0705, 0.1169, 0.0252], [1.2670, 0.5001, 0.8086], [0.8872, 0.2941, 0.3366], [-1.9448, 0.8690, 1.0531], [-0.0059, -0.2276, -0.1161], [-0.1974, 0.3418, 0.0588], [0.1259, 0.0778, -0.1523], [-0.0199, 0.0534, 0.0311], [0.0837, -0.0141, 0.1281], [0.0016, 0.2051, 0.0410], [-0.4496, 0.4287, -0.0944], [0.5148, 0.6692, -5.7077], [0.1337, -0.1526, -0.4817], [-0.0564, 0.0438, -0.0549], [-0.0546, -0.0119, -0.0067], [0.0274, -0.0988, -0.1270], [-0.0550, 0.0983, -0.1218], [-0.6391, -0.8911, -0.2122], [-0.5468, 2.3556, 0.3940], [-0.1173, -1.2404, -0.4410], [1.1955, -0.1453, 1.9063], [0.0642, 0.0030, -0.0416], [-0.1210, 0.1134, 0.1371], [0.2690, 0.1850, 0.1081], [-0.5538, 0.2835, 0.9233]],
  "mulliken_charge": [-0.244, -0.823, -0.094, -0.395, 0.216, -0.278, 0.277, 0.140, -0.574, -0.067, -1.014, 0.418, -0.125, 0.269, -0.456, 0.047, 0.440, 0.281, 0.464, 0.411, -0.588, 0.995, -0.535, 0.386, 0.463, -0.751, 0.529, 0.317, 0.602, 0.487, -0.115, -0.669, 0.497, 0.478, -0.838, 1.168, -0.585, 0.245, 0.496, 0.495, -0.630, -1.250, 0.104, -0.463, 0.583, -0.778, -0.247, -0.092, -1.299, -0.521, 0.309, 0.271, 0.573, -0.600, -0.773, -0.746, 0.417, 0.473, 0.388, -1.022, 0.483, 0.609, 1.142, 0.020, 3.230, 0.398, 0.259, -0.108, -0.700],
  "orbital_gap_ev": [5.583, 4.643],
  "homo_ha": [-0.490, -0.490],
  "s_squared": 0.781,
  "spin_multiplicity": 2,
  "total_charge": 2,
  "de_lowest_ev": 3.4070
}

***

| no. | M (g/mol) | total energy (Eh) |
| --- | --- | --- |
| 1 | 737.7 | -2584.33257 |
| 2 | 866.0 | -4065.80695 |